(1)
Computed, not measured: C38H33BF6GeN3O4Pd as an isolated structure in a non-equilibrium geometry, with ωB97M-V with the def2-TZVPD basis set.

Atoms and positions in Å:
1 Pd 1.011 -0.245 -0.240
2 Ge -1.627 0.224 -0.829
3 F 4.062 -3.492 -0.825
4 F 5.622 -0.124 -1.087
5 F 4.457 -3.351 1.294
6 F 5.932 -2.654 -0.133
7 F 3.616 0.681 -0.999
8 F 4.026 -1.079 -2.203
9 O -2.030 -3.764 1.074
10 O 2.595 -1.562 0.239
11 O -0.220 -1.994 0.632
12 O 1.093 2.021 0.217
13 N 1.050 -0.433 -2.372
14 N 1.728 1.260 2.326
15 N 1.136 0.140 2.004
16 C -0.129 -4.006 4.134
17 C -3.127 0.325 1.689
18 C -2.515 -1.413 -1.455
19 C -4.655 2.050 2.372
20 C -1.636 1.465 -2.354
21 C 1.363 -0.004 -3.402
22 C -2.471 -3.606 -2.475
23 C 0.705 -2.864 3.964
24 C 1.663 2.214 1.276
25 C -1.804 -2.477 -2.016
26 C -1.066 2.737 -2.261
27 C -3.091 -4.725 1.226
28 C 4.324 -0.475 -1.064
29 C -0.235 -2.480 1.754
30 C -2.258 1.946 -4.637
31 C -3.905 -1.510 -1.356
32 C 2.302 4.466 0.542
33 C -1.100 3.605 -3.344
34 C 3.947 -1.317 0.182
35 C -3.857 -3.691 -2.376
36 C -1.179 -3.570 2.025
37 C 4.503 -0.583 1.408
38 C -3.472 2.237 0.277
39 C 2.357 3.484 1.529
40 C 1.355 -0.829 2.861
41 C 0.632 -2.073 2.847
42 C -1.075 -4.335 3.203
43 C -4.027 0.834 2.616
44 C 2.972 5.662 0.724
45 C -2.225 1.074 -3.556
46 C -4.575 -2.640 -1.818
47 C 3.087 3.702 2.699
48 C -2.844 1.011 0.502
49 C 3.761 4.900 2.873
50 C -1.695 3.209 -4.534
51 C 3.704 5.877 1.888
52 C 4.610 -2.717 0.105
53 C -4.375 2.749 1.204
54 B 1.786 0.582 -4.791
55 H -3.735 -4.580 0.367
56 H -0.726 -2.427 -2.099
57 H -3.264 2.789 -0.632
58 H 2.082 1.754 -4.607
59 H 4.085 0.421 1.453
60 H 2.929 6.425 -0.042
61 H 3.124 2.934 3.458
62 H -0.585 3.047 -1.341
63 H -5.359 2.452 3.090
64 H -2.647 0.080 -3.657
65 H -3.643 -4.540 2.147
66 H -1.703 3.877 -5.386
67 H 4.238 6.809 2.024
68 H 2.068 -0.652 3.666
69 H -2.693 -5.738 1.221
70 H 2.773 -0.027 -5.169
71 H -4.862 3.698 1.012
72 H 1.740 4.275 -0.365
73 H -2.642 -0.630 1.885
74 H -0.652 4.590 -3.265
75 H 1.400 -2.587 4.749
76 H 4.213 -1.133 2.303
77 H 0.854 0.420 -5.559
78 H -1.722 -5.184 3.371
79 H -1.909 -4.421 -2.916
80 H -5.656 -2.696 -1.747
81 H 5.588 -0.506 1.373
82 H -2.711 1.628 -5.569
83 H 4.335 5.072 3.775
84 H -4.241 0.288 3.529
85 H -4.376 -4.571 -2.740
86 H -0.035 -4.613 5.025
87 H -4.472 -0.694 -0.915

As for the multiplicity: 6. The frontier orbital gap (alpha / beta) comes out at 5.63 / 4.66 eV. As for the net charge: 0. For the energy, the calculation gives -129572.7514 eV.



(2)
Computed, not measured: C38H33BaCl5N6O3S3 as an isolated structure in a non-equilibrium geometry, with ωB97M-V with the def2-TZVPD basis set.

Atoms and positions in Å:
1 Ba 1.133 -12.134 18.942
2 Cl -4.549 -9.693 24.013
3 Cl -4.665 -12.746 23.440
4 Cl -0.307 -9.221 20.706
5 Cl -2.946 -13.969 21.264
6 Cl -2.317 -7.870 22.624
7 S 0.591 -9.219 16.257
8 S -0.064 -12.051 16.075
9 S 2.303 -6.993 15.207
10 O -0.888 -12.153 20.245
11 O 3.087 -10.573 18.887
12 O 1.945 -14.264 18.001
13 N 4.276 -10.025 15.887
14 N 1.287 -14.717 20.713
15 N 1.260 -9.199 13.912
16 N 2.948 -13.901 15.503
17 N 0.661 -10.465 14.016
18 N 3.309 -11.993 21.395
19 C 2.718 -16.146 19.284
20 C 4.796 -10.292 20.457
21 C 4.314 -10.246 19.109
22 C 1.442 -8.409 14.995
23 C 1.587 -8.814 12.573
24 C -2.720 -12.330 21.624
25 C 3.500 -15.693 16.982
26 C 0.288 -10.574 15.249
27 C 3.684 -14.927 15.815
28 C 4.780 -9.301 16.801
29 C 0.936 -14.462 22.173
30 C 3.717 -11.373 15.879
31 C 6.315 -9.021 18.552
32 C 6.702 -8.833 19.862
33 C 1.496 -13.103 22.696
34 C 5.901 -9.527 20.769
35 C 3.076 -13.122 14.302
36 C 3.475 -17.317 19.221
37 C 2.661 -15.321 18.106
38 C 1.542 -7.500 12.178
39 C 4.030 -11.933 14.584
40 C 4.267 -16.908 17.008
41 C -1.587 -10.225 21.415
42 C -2.414 -9.608 22.357
43 C 2.269 -9.492 10.343
44 C 7.821 -7.891 20.226
45 C 1.952 -15.806 20.508
46 C -1.700 -11.593 21.040
47 C -3.548 -11.737 22.607
48 C 4.232 -17.717 18.102
49 C 4.950 -19.061 18.104
50 C 4.038 -10.998 21.489
51 C -3.459 -10.403 22.931
52 C 1.927 -9.851 11.690
53 C 2.055 -7.181 10.927
54 C 2.988 -12.782 22.564
55 C 5.115 -9.646 18.123
56 C 2.291 -8.169 9.979
57 H 2.073 -12.774 14.057
58 H 3.504 -17.959 20.087
59 H 4.354 -9.615 14.992
60 H 7.487 -6.964 20.624
61 H 8.276 -7.612 19.284
62 H 5.972 -19.125 18.522
63 H 1.861 -10.922 12.001
64 H 4.125 -11.808 16.789
65 H 2.637 -7.922 8.985
66 H 6.819 -8.394 17.811
67 H 8.611 -8.324 20.820
68 H 1.308 -6.722 12.871
69 H 3.808 -11.136 13.790
70 H 1.346 -15.277 22.736
71 H 2.698 -11.370 16.014
72 H 4.467 -19.873 18.663
73 H 5.030 -12.255 14.447
74 H 2.183 -13.710 16.139
75 H 4.553 -15.262 15.249
76 H 3.540 -13.773 13.500
77 H -0.160 -14.419 22.285
78 H 4.857 -17.040 16.128
79 H 2.135 -16.554 21.327
80 H 3.462 -12.248 23.374
81 H 1.162 -13.171 23.775
82 H 6.147 -9.471 21.810
83 H 3.513 -13.699 22.392
84 H 0.920 -12.343 22.122
85 H 5.205 -8.408 16.342
86 H 4.888 -19.432 17.082
87 H 4.417 -10.644 22.474
88 H 2.107 -6.128 10.642
89 H 2.338 -10.236 9.542

The frontier orbital gap comes out at 6.15 eV. As for the net charge: 0. For the energy, the calculation gives -150837.0537 eV. The calculation puts the energy relative to the best compared isomer or geometry (same formula, charge and spin) at 56.78 kJ/mol.



(3)
Computed, not measured: C38H33Cl3FMnN4O5 as an isolated structure in a non-equilibrium geometry, with ωB97M-V with the def2-TZVPD basis set.

Atoms and positions in Å:
1 Mn 0.552 0.096 0.666
2 Cl 1.999 2.303 -0.567
3 Cl 4.032 0.940 -1.897
4 Cl 4.668 2.465 2.685
5 F 0.445 -6.469 1.774
6 O 2.232 -0.355 1.332
7 O -1.204 0.694 0.271
8 O 4.348 -0.562 0.631
9 O -3.295 0.654 -0.462
10 O -0.097 -1.649 0.870
11 N 2.483 3.612 -1.192
12 N -3.786 -3.314 0.261
13 N 0.893 2.145 0.617
14 N 0.648 0.650 -2.225
15 C -1.221 -2.225 -4.590
16 C -1.124 0.009 -3.737
17 C 0.614 -1.605 -3.130
18 C 0.758 1.833 -2.180
19 C 4.759 4.145 -0.426
20 C -3.589 -2.018 0.078
21 C 2.970 0.917 -0.546
22 C -1.759 -0.948 -4.505
23 C 5.668 5.078 0.040
24 C 0.401 0.987 2.496
25 C 1.727 4.536 2.603
26 C -5.158 -3.907 0.182
27 C 1.544 6.217 -0.492
28 C -1.274 -2.132 0.668
29 C -6.144 -3.020 -0.552
30 C -0.051 -2.542 -3.917
31 C 0.145 0.629 3.784
32 C 1.921 -1.955 -2.478
33 C 3.421 4.503 -0.577
34 C 0.913 2.184 2.065
35 C 2.974 5.796 -0.292
36 C 3.266 -0.050 0.567
37 C -2.881 -5.528 0.753
38 C -1.799 -6.282 1.140
39 C 1.180 3.197 2.981
40 C 0.394 1.645 4.711
41 C -5.045 -5.285 -0.450
42 C -0.566 -5.683 1.397
43 C -2.324 0.087 -0.009
44 C -1.457 -3.550 0.859
45 C 3.911 6.711 0.177
46 C 0.894 2.877 4.312
47 C -2.374 -1.385 0.255
48 C 0.039 -0.332 -3.055
49 C -2.715 -4.132 0.629
50 C -0.368 -4.342 1.253
51 C 5.242 6.362 0.345
52 C -4.196 -6.186 0.429
53 H 5.085 3.146 -0.685
54 H -4.428 -1.410 -0.226
55 H 1.273 6.988 0.228
56 H -0.216 -0.347 4.076
57 H 1.406 6.638 -1.490
58 H -7.093 -3.551 -0.601
59 H -4.007 -7.143 -0.057
60 H -5.484 -4.028 1.220
61 H 0.598 -3.891 1.433
62 H 1.088 3.629 5.066
63 H 5.948 7.095 0.709
64 H -6.335 -2.076 -0.043
65 H 6.706 4.802 0.161
66 H 3.841 2.112 1.775
67 H 2.238 4.991 3.450
68 H 0.596 2.808 -2.626
69 H 0.371 -3.535 -4.008
70 H 3.585 7.717 0.412
71 H -4.606 -5.188 -1.447
72 H 2.443 4.468 1.789
73 H 2.761 -1.638 -3.101
74 H -4.733 -6.405 1.357
75 H -1.886 -7.357 1.236
76 H 1.998 -3.030 -2.331
77 H 0.848 5.388 -0.383
78 H -1.543 0.999 -3.626
79 H 2.050 -1.472 -1.515
80 H 0.203 1.460 5.759
81 H -6.045 -5.699 -0.570
82 H -1.707 -2.977 -5.199
83 H 0.921 5.203 2.289
84 H -5.817 -2.817 -1.573
85 H -2.670 -0.696 -5.030

As for the multiplicity: 4. The frontier orbital gap (alpha / beta) comes out at 6.84 / 7.43 eV. As for the net charge: +1. For the energy, the calculation gives -127729.8296 eV.



(4)
Computed, not measured: C38H33Cl4CuF12N7O18S4 as an isolated structure in a non-equilibrium geometry, with ωB97M-V with the def2-TZVPD basis set.

Atoms and positions in Å:
1 Cu -4.816 -21.590 -6.356
2 Cl 2.185 -11.497 -0.846
3 Cl 0.791 -15.257 0.819
4 Cl 5.677 -20.029 -2.644
5 Cl 6.488 -21.680 -5.520
6 S -4.043 -16.126 -6.962
7 S -2.714 -17.431 -5.202
8 S -1.425 -25.401 -5.891
9 S -1.071 -24.392 -8.227
10 F -1.692 -24.609 -3.337
11 F -3.066 -17.048 -9.342
12 F -1.855 -25.072 -10.792
13 F -2.158 -26.583 -9.107
14 F -3.559 -24.683 -4.457
15 F -5.256 -16.627 -9.422
16 F -0.859 -16.605 -7.106
17 F -0.076 -16.621 -5.080
18 F -3.392 -24.814 -9.302
19 F -2.468 -26.545 -3.869
20 F -0.238 -18.549 -6.060
21 F -3.814 -15.081 -9.467
22 O 5.272 -14.659 -9.133
23 O -8.840 -19.245 -0.908
24 O 0.252 -25.001 -8.084
25 O -2.819 -18.819 -4.693
26 O -5.451 -15.807 -6.610
27 O -7.381 -20.657 -1.645
28 O -2.562 -9.104 -9.584
29 O -3.038 -15.123 -6.644
30 O -0.086 -25.085 -5.425
31 O -10.765 -19.640 -8.419
32 O 3.681 -13.213 -8.523
33 O -1.161 -23.014 -8.718
34 O -13.975 -5.473 -8.423
35 O -2.997 -16.412 -4.220
36 O -1.701 -26.773 -6.360
37 O -11.882 -20.585 -10.131
38 O -15.035 -6.680 -9.973
39 O -2.227 -8.659 -7.455
40 N -2.103 -24.297 -6.741
41 N -14.218 -6.564 -9.067
42 N -8.150 -20.241 -0.806
43 N 4.177 -14.107 -9.272
44 N -11.766 -19.744 -9.195
45 N -1.890 -8.700 -8.678
46 N -3.720 -17.639 -6.615
47 C -11.558 -8.874 -7.756
48 C -13.454 -7.805 -8.798
49 C 1.806 -6.975 -9.821
50 C 0.862 -7.313 -10.761
51 C -8.112 -21.852 2.483
52 C -15.138 -18.188 -9.087
53 C -15.065 -17.397 -7.895
54 C -2.370 -25.266 -4.245
55 C -12.020 -10.060 -8.256
56 C -12.937 -18.912 -8.739
57 C -12.798 -18.109 -7.595
58 C 3.330 -15.448 -12.675
59 C 4.029 -15.201 -11.526
60 C -0.270 -7.932 -10.417
61 C 3.507 -14.311 -10.588
62 C -14.077 -18.944 -9.502
63 C 7.461 -20.487 -4.681
64 C 1.139 -12.905 -0.462
65 C -6.666 -19.874 1.168
66 C 1.924 -13.902 0.471
67 C -7.810 -20.529 0.609
68 C 6.612 -19.377 -4.080
69 C -8.610 -21.431 1.305
70 C 0.398 -7.809 -8.099
71 C -6.987 -21.298 3.086
72 C 2.233 -14.695 -12.958
73 C -13.852 -17.337 -7.192
74 C 1.582 -7.278 -8.470
75 C 1.722 -13.798 -12.048
76 C -13.838 -8.975 -9.390
77 C -12.351 -7.739 -8.001
78 C -6.266 -20.334 2.415
79 C -2.155 -25.307 -9.435
80 C -0.879 -17.277 -5.917
81 C -0.602 -8.050 -9.065
82 C -4.111 -16.223 -8.905
83 C 2.355 -13.580 -10.822
84 C -13.068 -10.135 -9.205
85 H 4.817 -15.887 -11.251
86 H -13.449 -11.098 -9.512
87 H -8.535 -22.719 2.967
88 H 2.126 -13.470 1.451
89 H 7.134 -18.452 -3.836
90 H -0.973 -8.174 -11.200
91 H 5.879 -19.079 -4.830
92 H 1.032 -7.056 -11.796
93 H -15.908 -16.788 -7.603
94 H -14.129 -19.527 -10.409
95 H 0.750 -13.463 -1.314
96 H -16.092 -18.193 -9.595
97 H 2.313 -7.008 -7.722
98 H 0.182 -12.505 -0.128
99 H -10.635 -8.721 -7.216
100 H -11.850 -18.165 -7.081
101 H 2.004 -12.780 -10.186
102 H 0.832 -13.205 -12.199
103 H 1.642 -14.860 -13.846
104 H -5.365 -19.910 2.831
105 H -12.087 -6.810 -7.518
106 H 8.076 -21.065 -3.991
107 H -6.781 -21.479 4.131
108 H 3.634 -16.259 -13.320
109 H 0.128 -8.098 -7.094
110 H -11.362 -10.914 -8.189
111 H -13.776 -16.613 -6.395
112 H 8.179 -20.049 -5.374
113 H -14.774 -9.028 -9.925
114 H 2.801 -14.195 -0.107
115 H -6.015 -19.209 0.620
116 H 2.717 -6.444 -10.057
117 H -9.455 -21.944 0.871

As for the multiplicity: 2. The frontier orbital gap (alpha / beta) comes out at 4.58 / 2.90 eV. As for the net charge: 0. For the energy, the calculation gives -257878.2218 eV. The calculation puts the energy relative to the best compared isomer or geometry (same formula, charge and spin) at 1198.33 kJ/mol.



(5)
Computed, not measured: C38H33F6INO7PSSeZn as an isolated structure in a non-equilibrium geometry, with ωB97M-V with the def2-TZVPD basis set.

Atoms and positions in Å:
1 I 3.041 -2.677 8.007
2 Se 3.001 0.685 -0.791
3 Zn 0.757 0.079 -0.076
4 S -1.676 -0.219 1.934
5 P -1.674 0.778 -1.108
6 F 0.698 0.120 -6.379
7 F 1.401 -2.187 -3.406
8 F -0.935 0.794 -5.196
9 F -0.463 -1.294 -5.271
10 F 3.175 -0.968 -3.461
11 F 2.229 -1.552 -5.278
12 O 1.396 0.168 1.880
13 O 0.431 0.225 -2.794
14 O -1.906 -1.252 2.928
15 O -1.279 1.050 2.504
16 O -0.919 -0.704 0.763
17 O 0.589 2.622 0.264
18 O 1.418 -1.898 1.114
19 N 5.688 -3.137 -0.166
20 C 2.012 -0.912 5.754
21 C -2.360 4.816 -3.240
22 C 1.687 -0.586 4.451
23 C -5.653 0.022 1.221
24 C -4.431 -0.146 1.846
25 C 2.591 -3.142 5.030
26 C 1.060 0.140 -3.946
27 C -5.677 0.394 -0.116
28 C -3.232 -1.507 -4.143
29 C 1.240 4.440 1.630
30 C 4.391 -3.238 -0.440
31 C -3.263 0.499 -0.174
32 C -1.669 -1.885 -1.891
33 C -3.264 0.093 1.148
34 C 1.505 -1.069 2.023
35 C -3.150 3.210 -1.634
36 C 1.964 -1.137 -4.005
37 C -2.845 -0.421 -3.379
38 C -2.040 -2.969 -2.664
39 C 1.798 4.649 0.226
40 C 5.431 -0.762 -0.247
41 C 6.183 -1.908 -0.090
42 C 1.940 1.360 -4.353
43 C -2.169 2.300 -2.026
44 C -2.080 -0.602 -2.235
45 C -1.366 3.931 -3.625
46 C -2.835 -2.783 -3.784
47 C 0.961 2.943 1.604
48 C 3.552 -2.164 -0.658
49 C 0.084 -0.074 -5.178
50 C 0.907 3.709 -0.587
51 C 2.267 -2.798 3.727
52 C 4.067 -0.874 -0.537
53 C -4.501 0.622 -0.807
54 C -1.267 2.702 -3.008
55 C 2.467 -2.188 6.020
56 C -3.247 4.449 -2.244
57 C 1.823 -1.518 3.431
58 H -3.130 -3.629 -4.389
59 H 1.740 5.682 -0.114
60 H 2.832 4.303 0.176
61 H 5.885 0.214 -0.149
62 H 1.398 3.326 -1.485
63 H -2.429 5.794 -3.695
64 H 1.321 0.398 4.198
65 H -3.831 -1.352 -5.033
66 H 2.546 1.131 -5.227
67 H 0.153 2.603 2.253
68 H -6.578 -0.145 1.758
69 H 1.289 2.207 -4.567
70 H 1.914 -0.179 6.542
71 H 7.252 -1.850 0.112
72 H -0.467 2.018 -3.231
73 H 0.315 5.005 1.764
74 H 4.007 -4.252 -0.487
75 H 2.936 -4.140 5.264
76 H 2.515 -2.322 -0.902
77 H -4.344 -0.481 2.869
78 H -0.663 4.216 -4.396
79 H -6.625 0.497 -0.629
80 H -4.547 0.882 -1.856
81 H -1.693 -3.962 -2.404
82 H 2.368 -3.520 2.931
83 H 2.586 1.607 -3.514
84 H -3.849 2.961 -0.849
85 H 1.868 2.384 1.852
86 H 1.942 4.709 2.417
87 H -1.051 -2.038 -1.020
88 H -3.109 0.577 -3.700
89 H -4.010 5.149 -1.925
90 H -0.025 4.219 -0.881

The frontier orbital gap comes out at 5.36 eV. As for the net charge: -2. For the energy, the calculation gives -214062.7947 eV. The calculation puts the energy relative to the best compared isomer or geometry (same formula, charge and spin) at 40.45 kJ/mol.